This record from the OMol25 dataset describes the molecule C16H21NO. The level of theory is ωB97M-V/def2-TZVPD.

Its HOMO-LUMO gap is 9.754 eV. As for the energy above the lowest of the compared OMol25 structures with the same formula, charge and spin: 0.000 eV. As for the HOMO energy: -8.99 eV. Its SMILES is O=C(N[C@@H]1CCCc2ccccc21)C1CCCC1. As for the maximum force: 0.58 eV/Å.

Bonds (Å) are listed after each position.
Atoms and positions in Å:
1 O 1.59336 0.25558 -1.73661  C2 1.212
2 C 1.61068 -0.11744 -0.58351  O1 1.212, N3 1.353, C26 1.526
3 N 0.54186 -0.00214 0.23816  C2 1.353, H4 1.008, C5 1.445
4 H 0.61872 -0.29330 1.19967  N3 1.008
5 C -0.69412 0.62993 -0.16135  N3 1.445, C6 1.504, C14 1.543, H25 1.098
6 C -1.89121 -0.26964 -0.01590  C5 1.504, C7 1.385, C11 1.395
7 C -1.81443 -1.61447 0.30621  C6 1.385, C8 1.385, H24 1.080
8 C -2.96999 -2.37097 0.40917  C7 1.385, C9 1.384, H23 1.080
9 C -4.20478 -1.78596 0.19164  C8 1.384, C10 1.385, H22 1.080
10 C -4.28581 -0.44225 -0.13333  C9 1.385, C11 1.385, H21 1.081
11 C -3.13481 0.31938 -0.24481  C6 1.395, C10 1.385, C12 1.496
12 C -3.13936 1.77963 -0.57013  C11 1.496, C13 1.533, H19 1.091, H20 1.094
13 C -2.31256 2.52330 0.48447  C12 1.533, C14 1.537, H17 1.091, H18 1.092
14 C -0.89894 1.93715 0.63272  C5 1.543, C13 1.537, H15 1.091, H16 1.093
15 H -0.14914 2.65541 0.29815  C14 1.091
16 H -0.70051 1.72368 1.68596  C14 1.093
17 H -2.25463 3.57975 0.22006  C13 1.091
18 H -2.83984 2.45144 1.43772  C13 1.092
19 H -4.15745 2.17075 -0.59133  C12 1.091
20 H -2.69397 1.93710 -1.55638  C12 1.094
21 H -5.24915 0.01636 -0.30579  C10 1.081
22 H -5.10536 -2.37646 0.27332  C9 1.080
23 H -2.90435 -3.41995 0.65806  C8 1.080
24 H -0.85194 -2.07930 0.46275  C7 1.080
25 H -0.56440 0.87174 -1.22443  C5 1.098
26 C 2.81865 -0.75801 0.09507  C2 1.526, H27 1.094, C28 1.538, C33 1.546
27 H 2.50529 -1.74005 0.46142  C26 1.094
28 C 4.00948 -0.89786 -0.86851  C26 1.538, H29 1.089, C30 1.529, H39 1.090
29 H 3.69389 -0.68138 -1.88839  C28 1.089
30 C 5.05698 0.09710 -0.36931  C28 1.529, C31 1.525, H37 1.089, H38 1.091
31 C 4.84088 0.10609 1.13997  C30 1.525, H32 1.089, C33 1.527, H36 1.092
32 H 5.30458 0.96026 1.63181  C31 1.089
33 C 3.31860 0.11938 1.26521  C26 1.546, C31 1.527, H34 1.090, H35 1.092
34 H 2.98190 -0.24854 2.23472  C33 1.090
35 H 2.95352 1.14136 1.14199  C33 1.092
36 H 5.24502 -0.80802 1.57877  C31 1.092
37 H 6.06906 -0.19000 -0.64983  C30 1.089
38 H 4.85200 1.08820 -0.77577  C30 1.091
39 H 4.40594 -1.91289 -0.83538  C28 1.090

natural (NBO) atomic charge list, values in e, 5 entries: atom 1 (O): -0.63, atom 2 (C): 0.70, atom 3 (N): -0.62, atom 4 (H): 0.39, atom 5 (C): -0.09